# 1
7
Properties=species:S:1:pos:R:3 method="wB97M-V/def2-TZVPD" charge=+3 spin_multiplicity=2 gap_ev="11.952 / 3.102" e_above_lowest_ev=0.000 max_force_ev_per_a=1.9
Sn 1.22 0.73 1.19
O -1.77 0.74 1.37
H -2.43 1.35 1.04
H -2.23 -0.10 1.44
O 1.62 -0.60 -1.47
H 2.31 -1.22 -1.26
H 1.27 -0.90 -2.31

***

# 2
80
Properties=species:S:1:pos:R:3 method="wB97M-V/def2-TZVPD" charge=+2 gap_ev=5.282 e_above_lowest_ev=2.352 max_force_ev_per_a=3.2
C 3.54 4.61 -1.21
C 2.45 3.97 -1.83
C 2.52 3.81 -3.23
C 3.35 4.66 -3.96
N 4.15 5.50 -3.32
C 4.30 5.48 -2.00
C 1.25 3.51 -1.17
C 0.16 3.04 -0.83
C -0.96 2.37 -0.20
C -0.94 0.90 0.22
C -2.04 0.42 1.18
C -3.20 1.22 1.13
C -3.28 2.48 0.55
C -2.15 3.07 -0.07
Be -0.85 0.60 2.31
P 1.08 0.10 0.56
H 1.93 3.06 -3.74
H 3.79 4.46 -0.17
H 3.29 4.65 -5.05
H 4.99 6.18 -1.52
H -2.26 4.08 -0.50
H -0.98 0.29 -0.71
H -4.20 3.07 0.59
H -2.20 -0.65 1.43
C 1.93 -1.56 0.73
C 3.00 -1.93 -0.32
H 1.12 -2.30 0.67
H 2.36 -1.61 1.74
H 3.37 -2.94 -0.09
H 2.57 -1.97 -1.34
H 3.85 -1.24 -0.32
C 1.23 0.26 -1.29
C 2.55 0.80 -1.80
H 0.46 0.97 -1.60
H 0.96 -0.68 -1.79
H 2.39 1.20 -2.81
H 2.89 1.62 -1.17
H 3.36 0.06 -1.86
C 2.19 1.38 1.30
C 3.67 1.04 1.49
H 1.76 1.64 2.28
H 2.04 2.27 0.68
H 4.11 1.83 2.12
H 3.81 0.08 2.01
H 4.24 1.03 0.55
Br -4.80 0.50 1.98
P -1.97 -2.52 -1.22
C -1.16 -3.54 -2.50
C -1.88 -4.86 -2.78
H -0.18 -3.76 -2.05
H -0.98 -2.96 -3.42
H -1.29 -5.48 -3.46
H -2.01 -5.44 -1.86
H -2.86 -4.69 -3.24
C -3.34 -3.47 -0.44
C -4.71 -3.46 -1.13
H -3.45 -2.99 0.55
H -3.01 -4.50 -0.26
H -5.40 -4.11 -0.59
H -5.16 -2.46 -1.13
H -4.67 -3.82 -2.16
C -2.94 -1.11 -1.97
C -3.50 -1.30 -3.37
H -2.26 -0.24 -1.99
H -3.75 -0.86 -1.26
H -4.03 -0.39 -3.68
H -2.71 -1.49 -4.10
H -4.23 -2.12 -3.41
N 0.63 -1.59 8.74
C 0.53 -1.23 7.63
C 0.35 -0.74 6.27
C -0.08 -1.64 5.27
C -0.21 -1.18 3.97
N -0.17 0.16 3.73
C 0.31 1.04 4.65
C 0.54 0.60 5.94
H -0.30 -2.69 5.50
H -0.29 -1.86 3.10
H 0.53 2.06 4.32
H 0.86 1.30 6.71

***

# 3
82
Properties=species:S:1:pos:R:3 method="wB97M-V/def2-TZVPD" charge=-1 gap_ev=7.212 e_above_lowest_ev=0.000 max_force_ev_per_a=3.1
As -1.23 -0.91 -1.37
F -2.41 -0.11 -0.31
F -2.62 -1.54 -2.24
F 0.01 -1.71 -2.37
F 0.07 -0.20 -0.42
F -1.26 -2.33 -0.36
F -1.27 0.48 -2.39
C 5.60 -1.08 -3.06
C 4.90 -0.72 -1.77
C 3.45 -0.99 -2.08
S 3.09 -0.39 -3.71
O 2.70 1.03 -3.66
O 2.25 -1.36 -4.34
C 4.89 -0.50 -4.30
H 5.73 -2.14 -3.33
H 6.61 -0.65 -3.03
H 5.13 0.35 -1.66
H 5.26 -1.16 -0.85
H 2.73 -0.61 -1.36
H 3.35 -2.06 -2.28
H 5.15 0.56 -4.35
H 4.79 -0.99 -5.26
C -0.92 -1.59 3.64
C 0.02 -0.54 4.29
C -0.28 0.80 3.54
S -2.08 0.83 3.56
O -2.56 1.33 2.30
O -2.40 1.52 4.80
C -2.32 -0.96 3.55
H -0.99 -2.45 4.31
H -0.53 -1.97 2.70
H 1.09 -0.71 4.14
H -0.12 -0.46 5.37
H 0.16 0.83 2.55
H -0.01 1.69 4.11
H -2.57 -0.98 2.49
H -3.15 -1.32 4.14
C 4.51 2.93 1.92
C 3.67 1.67 1.69
C 2.43 2.19 0.92
S 2.10 3.79 1.72
O 0.97 3.80 2.66
O 2.20 4.86 0.74
C 3.60 3.79 2.80
H 4.78 3.46 1.01
H 5.38 2.63 2.51
H 3.39 1.20 2.63
H 4.14 0.85 1.14
H 1.56 1.55 1.04
H 2.68 2.34 -0.13
H 3.46 3.24 3.73
H 3.93 4.82 2.86
N 0.52 3.09 -3.32
C 1.18 3.97 -4.13
C 0.44 5.10 -4.36
C -0.58 5.01 -3.36
C -0.50 3.81 -2.71
H 0.74 2.14 -3.06
H 2.07 3.68 -4.67
H 0.72 5.87 -5.06
H -1.31 5.77 -3.12
H -1.18 3.29 -2.06
N -7.08 -2.19 -1.31
C -5.93 -1.90 -1.99
C -6.20 -0.81 -2.76
C -7.45 -0.27 -2.36
C -8.01 -1.20 -1.49
H -7.24 -2.97 -0.70
H -4.99 -2.41 -1.90
H -5.58 -0.33 -3.50
H -8.00 0.54 -2.81
H -8.94 -1.17 -0.96
N -2.78 -5.75 3.46
C -1.49 -5.33 3.70
C -1.15 -4.57 2.61
C -2.18 -4.62 1.66
C -3.25 -5.28 2.24
H -3.29 -6.28 4.14
H -0.99 -5.52 4.63
H -0.25 -4.01 2.46
H -2.19 -4.13 0.70
H -4.15 -5.64 1.78

***

# 4
60
Properties=species:S:1:pos:R:3 method="wB97M-V/def2-TZVPD" charge=0 spin_multiplicity=2 gap_ev="6.811 / 6.883" e_above_lowest_ev=0.000 max_force_ev_per_a=0.8
Ti 0.06 -0.35 -0.32
O 3.37 0.80 2.46
C 2.45 0.26 1.67
O 1.88 0.88 0.80
C 2.16 -1.17 1.93
C 2.82 -2.00 2.81
C 2.39 -3.33 2.88
C 1.35 -3.76 2.09
C 0.73 -2.85 1.25
N 1.14 -1.59 1.18
C -0.45 -3.17 0.31
O -0.88 -4.31 0.32
O -0.82 -2.16 -0.38
H 3.45 1.74 2.25
H 3.63 -1.63 3.41
H 2.89 -4.01 3.55
H 0.98 -4.78 2.10
C 3.78 -1.59 -3.05
N 3.25 -0.24 -3.12
C 3.93 0.67 -4.03
C 2.31 0.15 -2.25
O 1.89 -0.64 -1.38
C 1.82 1.59 -2.31
O 0.71 1.86 -1.49
C -0.47 2.23 -2.21
C -1.35 0.98 -2.38
O -0.62 -0.12 -2.17
N -2.01 0.98 -3.64
C -2.74 -0.26 -3.92
C -2.83 2.14 -3.91
H 3.86 -1.99 -4.07
H 4.77 -1.59 -2.60
H 3.11 -2.21 -2.47
H 4.14 0.13 -4.96
H 3.32 1.53 -4.28
H 4.87 1.01 -3.61
H 2.65 2.23 -2.00
H 1.59 1.83 -3.35
H -0.94 3.03 -1.64
H -0.20 2.60 -3.20
H -2.11 -1.11 -3.68
H -3.66 -0.33 -3.32
H -3.01 -0.28 -4.97
H -2.27 3.07 -3.75
H -3.14 2.12 -4.95
H -3.73 2.17 -3.27
S -0.96 0.47 1.76
C -1.57 2.05 1.31
C -1.30 3.15 2.13
C -1.79 4.41 1.85
C -1.45 5.50 2.72
N -1.16 6.37 3.42
C -2.61 4.61 0.73
C -2.90 3.52 -0.09
C -2.37 2.26 0.17
S -2.76 0.93 -0.92
C -3.15 5.90 0.41
N -3.59 6.92 0.12
H -0.68 3.00 3.00
H -3.54 3.66 -0.94

***

# 5
149
Properties=species:S:1:pos:R:3 method="wB97M-V/def2-TZVPD" charge=+2 spin_multiplicity=2 gap_ev="2.526 / 8.398" max_force_ev_per_a=4.0
C 0.15 0.89 -1.58
C 0.43 0.47 -0.23
O 0.37 1.28 0.70
O 0.61 -0.72 0.02
H 1.10 0.80 -2.10
H -0.16 1.93 -1.67
H -0.56 0.24 -2.08
C -3.05 -1.54 -2.95
C -3.44 -1.91 -1.48
C -3.15 -0.70 -0.57
N -3.79 -0.82 0.86
C -5.25 -1.24 0.78
C -2.98 -1.73 1.85
C -3.33 -1.23 3.27
C -3.48 0.28 3.09
C -3.60 0.53 1.57
H -2.13 -0.96 -3.05
H -3.82 -0.94 -3.43
H -2.88 -2.42 -3.58
H -2.90 -2.78 -1.10
H -4.47 -2.25 -1.62
H -3.56 0.19 -1.05
H -2.09 -0.53 -0.37
H -5.74 -0.59 0.05
H -5.78 -0.89 1.67
H -5.30 -2.32 0.67
H -3.25 -2.77 1.67
H -1.93 -1.53 1.59
H -4.28 -1.64 3.61
H -2.52 -1.43 3.98
H -4.36 0.55 3.67
H -2.57 0.73 3.48
H -4.47 1.12 1.29
H -2.65 0.89 1.18
C 0.74 -1.10 -7.18
C 0.64 0.39 -6.85
C -0.90 0.73 -6.60
N -1.21 2.23 -6.14
C -0.73 2.52 -4.67
C -2.80 2.32 -6.17
C -3.11 3.76 -6.58
C -1.78 4.38 -7.00
C -0.76 3.30 -7.14
H 0.14 -1.72 -6.51
H 1.81 -1.29 -7.17
H 0.27 -1.51 -8.08
H 0.90 1.00 -7.71
H 1.21 0.50 -5.93
H -1.34 0.08 -5.84
H -1.42 0.56 -7.54
H -1.23 1.75 -4.08
H -0.88 3.55 -4.37
H 0.35 2.35 -4.74
H -3.18 2.05 -5.18
H -3.23 1.60 -6.87
H -3.52 4.17 -5.66
H -3.86 3.81 -7.38
H -1.55 5.07 -6.19
H -1.82 4.99 -7.90
H 0.26 3.61 -6.95
H -0.84 2.78 -8.10
C 3.02 -8.21 3.90
C 1.91 -7.33 3.38
C 1.72 -7.32 1.82
N 0.51 -6.39 1.35
C -0.79 -6.62 2.25
C 0.20 -6.59 -0.17
C -0.21 -5.24 -0.76
C 0.16 -4.27 0.31
C 0.95 -4.95 1.44
H 3.93 -7.63 4.01
H 3.31 -8.99 3.19
H 2.70 -8.65 4.84
H 1.84 -6.37 3.89
H 1.08 -7.85 3.85
H 1.47 -8.32 1.49
H 2.60 -6.87 1.35
H -1.51 -5.87 1.92
H -0.52 -6.38 3.28
H -1.02 -7.69 2.20
H -0.61 -7.30 -0.33
H 1.12 -6.94 -0.63
H -1.25 -5.18 -1.10
H 0.41 -5.07 -1.64
H -0.72 -3.75 0.68
H 0.68 -3.43 -0.15
H 0.66 -4.58 2.42
H 2.02 -4.88 1.29
C 0.80 2.94 4.89
C 0.41 1.57 4.36
C 1.20 0.45 5.15
N 1.65 -0.75 4.24
C 0.34 -1.30 3.53
C 2.70 -0.47 3.06
C 3.17 -1.89 2.68
C 3.09 -2.75 3.91
C 2.29 -1.90 4.99
H 0.28 3.73 4.36
H 1.86 3.20 4.87
H 0.51 3.01 5.94
H 0.54 1.51 3.28
H -0.65 1.44 4.55
H 0.70 0.03 6.02
H 2.17 0.85 5.40
H -0.01 -0.54 2.84
H -0.26 -1.59 4.39
H 0.61 -2.25 3.06
H 2.17 0.19 2.39
H 3.51 0.06 3.56
H 2.44 -2.28 1.97
H 4.11 -1.96 2.14
H 2.58 -3.67 3.60
H 4.09 -3.06 4.21
H 1.41 -2.37 5.43
H 2.95 -1.36 5.68
C 5.04 4.57 3.94
C 4.63 4.29 2.54
C 3.26 4.70 2.13
N 2.87 4.43 0.64
C 3.52 3.08 0.08
C 3.34 5.64 -0.28
C 2.10 6.11 -1.04
C 1.02 5.03 -0.86
C 1.33 4.54 0.53
H 4.54 5.47 4.29
H 6.11 4.81 3.97
H 4.84 3.84 4.73
H 4.66 3.23 2.28
H 5.39 4.72 1.89
H 2.99 5.72 2.39
H 2.51 4.03 2.54
H 2.89 2.83 -0.78
H 3.34 2.33 0.84
H 4.58 3.24 -0.11
H 4.20 5.37 -0.89
H 3.80 6.33 0.42
H 2.24 6.33 -2.09
H 1.75 7.01 -0.54
H 1.07 4.25 -1.61
H 0.00 5.42 -0.97
H 0.92 3.54 0.69
H 0.91 5.17 1.31
P -4.24 3.54 -2.05
F -3.85 4.27 -3.50
F -3.75 4.84 -1.20
F -5.87 4.08 -1.92
F -4.48 2.78 -0.62
F -4.66 2.29 -2.87
F -2.70 3.13 -2.03

***

# 6
11
Properties=species:S:1:pos:R:3 method="wB97M-V/def2-TZVPD" charge=+1 gap_ev="7.017 / 7.321" e_above_lowest_ev=9.715 max_force_ev_per_a=4.9
C -3.52 0.29 -0.57
C -1.20 -0.08 0.57
C 0.56 -0.07 -0.23
C -0.32 1.07 0.11
N -0.46 -1.05 0.00
N 1.84 -0.40 -0.08
H -0.80 1.59 -0.76
H 0.10 1.82 0.96
H -0.76 -1.97 0.04
H 2.64 0.17 -0.09
H 1.91 -1.37 0.05

***

# 7
95
Properties=species:S:1:pos:R:3 method="wB97M-V/def2-TZVPD" charge=0 smiles="CC[C@@H]1OS(=O)(=O)O[C@@]1(Br)CCCCN(C)C(C)=O.ClCCCl.ClCCCl.ClCCCl.ClCCCl.ClCCCl.ClCCCl.ClCCCl" gap_ev=9.619 max_force_ev_per_a=3.2
C 0.90 -2.50 -2.43
C 2.10 -1.57 -2.70
C 1.61 -0.17 -3.08
O 2.57 0.28 -4.09
S 3.07 1.77 -3.88
O 2.48 2.75 -4.68
O 4.46 1.68 -3.90
O 2.43 1.98 -2.42
C 1.58 0.91 -2.01
Br 2.38 0.40 -0.25
C 0.23 1.52 -1.62
C -0.46 2.34 -2.71
C -0.97 1.56 -3.93
C -1.90 0.38 -3.61
N -2.58 0.57 -2.34
C -3.67 1.55 -2.39
C -2.90 -0.65 -1.70
C -4.24 -1.35 -1.81
O -2.06 -1.19 -1.07
H 0.58 -3.02 -3.33
H 0.04 -1.98 -2.02
H 1.20 -3.26 -1.71
H 2.60 -1.96 -3.58
H 2.82 -1.59 -1.90
H 0.72 -0.34 -3.67
H -0.38 0.73 -1.20
H 0.43 2.20 -0.79
H -1.29 2.86 -2.23
H 0.23 3.11 -3.04
H -0.12 1.29 -4.55
H -1.55 2.27 -4.54
H -2.57 0.20 -4.46
H -1.26 -0.50 -3.50
H -4.67 1.13 -2.50
H -3.51 2.17 -3.27
H -3.58 2.22 -1.54
H -4.56 -1.57 -0.79
H -5.03 -0.78 -2.28
H -4.10 -2.31 -2.28
Cl -3.76 3.62 0.18
C -2.91 3.00 1.62
C -1.67 3.80 1.95
Cl -0.39 3.58 0.73
H -2.68 1.95 1.45
H -3.62 3.06 2.45
H -1.27 3.46 2.90
H -1.89 4.86 2.02
Cl 3.91 1.62 4.32
C 5.38 0.91 3.61
C 5.10 0.31 2.26
Cl 4.06 -1.13 2.39
H 5.76 0.17 4.31
H 6.11 1.71 3.52
H 6.03 -0.01 1.80
H 4.62 1.02 1.60
Cl 0.50 -0.37 6.53
C 1.02 1.28 6.93
C -0.12 2.14 7.41
Cl -1.27 2.49 6.09
H 1.50 1.71 6.05
H 1.78 1.19 7.71
H 0.26 3.10 7.76
H -0.66 1.67 8.22
Cl -3.14 5.17 -7.68
C -1.59 4.34 -8.00
C -1.77 2.86 -8.21
Cl -2.26 2.03 -6.71
H -0.92 4.55 -7.17
H -1.17 4.79 -8.90
H -0.82 2.42 -8.53
H -2.52 2.65 -8.98
Cl 0.50 -5.11 0.26
C 0.11 -3.54 1.01
C 1.30 -2.92 1.69
Cl 1.82 -3.83 3.14
H -0.71 -3.70 1.71
H -0.25 -2.88 0.22
H 1.05 -1.91 2.02
H 2.15 -2.85 1.01
Cl 6.12 -7.92 5.23
C 4.73 -7.34 4.28
C 4.12 -6.09 4.85
Cl 3.32 -6.38 6.42
H 4.00 -8.15 4.23
H 5.09 -7.15 3.27
H 3.37 -5.70 4.17
H 4.88 -5.31 5.00
Cl -5.35 1.04 2.32
C -4.97 -0.61 2.89
C -3.69 -0.65 3.69
Cl -2.26 -0.34 2.67
H -4.92 -1.27 2.02
H -5.80 -0.93 3.51
H -3.56 -1.64 4.13
H -3.70 0.08 4.49

***

# 8
15
Properties=species:S:1:pos:R:3 method="wB97M-V/def2-TZVPD" charge=0 gap_ev=8.216 e_above_lowest_ev=8.391 max_force_ev_per_a=10.7
O -1.30 -1.10 1.44
H -0.95 -0.65 0.67
H -1.82 -1.82 1.09
O -0.11 -0.92 -1.47
H -0.08 -1.62 -0.82
H -0.37 -1.36 -2.28
O 0.25 1.99 -0.31
H 0.67 2.61 0.28
H 0.53 2.25 -1.18
O 1.31 -0.42 1.30
H 2.20 -0.10 1.14
H 0.80 -0.08 0.57
O -0.47 0.21 0.18
H -0.41 -0.11 -0.72
H -0.24 1.14 0.12